Here is C33H32OP2Ru as an isolated structure from the Open Molecules 2025 dataset. Energies are from wB97M-V/def2-TZVPD.

Each line ends with the Löwdin charge.
Element x y z (Å)
Ru 0.14993 0.56409 -1.79424  1.207
P 1.01788 -1.24225 0.93267  1.096
P -1.52513 0.78295 0.82543  0.814
O -1.34698 0.04356 -0.51996  -0.462
C 1.10308 -2.04696 -0.71669  -0.401
C -0.63410 2.46099 -2.42904  -0.102
C 4.99739 -2.14818 3.04313  -0.054
C -2.43939 0.16777 3.34002  -0.069
C 0.40317 -3.26055 -0.82297  -0.080
C -2.59967 2.18902 0.57744  -0.303
C 1.94330 -2.41104 -2.96832  -0.080
C 0.77047 0.53035 -3.90918  -0.082
C 0.11262 1.40534 1.30640  -0.285
C 1.50543 1.55824 -3.30323  -0.318
C 1.20666 0.60578 0.57184  -0.384
C -3.22136 -2.40517 2.61737  -0.050
C -3.41113 -1.95067 3.91516  -0.042
C -2.38761 3.42504 1.18577  -0.078
C -3.72800 1.99135 -0.22452  -0.081
C 1.86514 -1.62952 -1.81010  -0.168
C 4.97054 -2.16484 1.65368  -0.059
C -0.64639 0.44111 -3.79186  -0.096
C 3.78796 -1.90581 0.98056  -0.082
C -2.23494 -0.29656 2.04202  -0.313
C 2.65198 -1.63532 3.08892  -0.104
C 2.99829 1.62710 -3.40297  -0.004
C 0.77485 2.49567 -2.51924  -0.093
C -4.39475 4.26652 0.16606  -0.042
C 1.26612 -3.61032 -3.04054  -0.041
C 2.61964 -1.63254 1.69459  -0.394
C -1.34954 1.43386 -3.08824  -0.094
C -2.62956 -1.58060 1.67388  -0.081
C 0.48986 -4.03346 -1.96242  -0.035
C 3.84047 -1.88410 3.76019  -0.061
C -3.02108 -0.66707 4.27824  -0.050
C -4.61728 3.03148 -0.43370  -0.049
C -3.28727 4.46181 0.97795  -0.050
H 2.18348 0.87498 0.98411  0.105
H -5.09565 5.07496 0.00722  0.121
H 2.45879 -0.71798 -1.71845  0.091
H -2.41292 1.32981 -2.92104  0.135
H 3.85986 -1.88760 4.84158  0.115
H 1.39182 1.06461 -0.45905  0.046
H 0.27789 1.35734 2.38353  0.108
H 1.74063 -1.46051 3.65003  0.100
H -1.17193 -0.41232 -4.19656  0.144
H 0.16529 2.45926 1.02270  0.086
H 5.87169 -2.38741 1.09812  0.114
H -1.14892 3.16162 -1.78469  0.132
H 3.77614 -1.93775 -0.10157  0.091
H -3.87139 -2.59840 4.64911  0.120
H 3.43348 0.64324 -3.57192  0.090
H 5.92138 -2.35376 3.56657  0.117
H -0.19667 -3.60085 0.01294  0.108
H 1.34717 -4.22720 -3.92536  0.122
H 3.27037 2.25970 -4.24984  0.112
H -5.49249 2.87832 -1.05064  0.119
H -3.17821 -0.31698 5.28912  0.118
H 3.44047 2.06446 -2.50860  0.099
H -1.53579 3.59221 1.83402  0.107
H -2.46624 -1.92982 0.66225  0.101
H 1.32454 3.22764 -1.93991  0.147
H -0.03726 -4.97663 -2.01564  0.123
H 1.30061 -0.26928 -4.40608  0.125
H -2.15448 1.17616 3.62153  0.114
H -3.12541 5.41898 1.45461  0.119
H -3.91453 1.02062 -0.67042  0.115
H 2.57254 -2.10138 -3.79427  0.114
H -3.53487 -3.40311 2.34253  0.116

Properties
- Max |F|: 0.6 eV Å⁻¹
- Frontier orbital gap: 6.76 eV
- Energy: -57934.0186 eV
- ΔE to the lowest compared entry with this formula, charge and spin: 0.00 kJ/mol
- Net charge: +2
- HOMO energy: -13.8 eV